Density functional theory data (ωB97M-V with the def2-TZVPD basis set) for a molecular structure, C70H187F6MnN17O23S2.

```
306
Properties=species:S:1:pos:R:3:forces:R:3
Mn 0.0098 3.9205 1.3989 -0.24 0.68 1.06
C 1.1275 6.7376 4.9911 -1.84 -1.40 -0.20
F 1.0713 8.0134 5.2805 0.27 0.72 -0.72
F 2.1574 6.4236 4.1910 0.09 0.47 0.53
F 1.2424 6.1279 6.1768 0.36 -0.62 -0.35
S -0.5093 6.1348 4.0761 -2.32 1.29 0.26
O -1.4190 5.5518 5.0753 1.91 0.00 -0.53
O -1.1177 7.3481 3.5447 1.13 -0.19 -0.06
O -0.0566 5.2385 3.0010 0.51 0.54 1.75
C -0.8643 0.5330 -1.5114 0.76 0.77 0.78
F -2.0471 0.6848 -0.9305 -0.42 -0.39 0.40
F -0.7835 -0.7464 -1.9671 0.15 1.86 -0.04
F -0.8466 1.5122 -2.4632 0.36 -1.43 -0.14
S 0.5180 0.9424 -0.2254 0.50 -2.54 1.12
O 1.7856 0.7451 -0.9072 -1.04 0.31 0.13
O 0.2621 2.3002 0.2235 -0.48 -0.36 -1.96
O 0.2430 -0.0048 0.8746 -0.02 0.99 -1.52
C -3.1789 4.8902 -1.0211 0.92 -0.22 -1.59
C -1.6079 4.8181 -0.8243 -2.10 0.99 -2.63
C -0.9005 5.7447 -1.8731 -0.07 -0.53 0.67
O 0.5244 5.6024 -1.8451 -0.49 0.23 -0.47
C 1.2596 6.4900 -2.7030 0.20 -0.94 -0.19
N -1.4607 5.2236 0.5135 0.91 0.65 1.09
H -3.6076 5.8382 -0.6963 0.39 0.23 0.18
H -3.7129 4.1160 -0.4700 0.18 -0.18 -0.14
H -3.3902 4.8325 -2.0889 -0.42 -0.35 -0.10
H -1.2411 3.8156 -1.0446 -0.04 -0.19 0.28
H -1.1281 6.7964 -1.6992 -0.35 0.16 0.04
H -1.3057 5.4318 -2.8354 0.18 0.16 -0.33
H 0.9170 6.4067 -3.7344 -0.40 0.40 0.03
H 2.2769 6.1001 -2.7388 0.09 -0.04 0.27
H 1.3119 7.5197 -2.3495 -0.42 0.05 0.05
H -2.3087 4.9669 0.9984 -0.12 -0.47 0.66
H -1.6022 6.2236 0.5244 0.76 0.56 0.33
C 3.9347 4.6043 -0.1270 1.19 -0.26 -0.83
C 2.7352 4.0229 0.4896 -0.84 0.48 0.67
C 2.9667 3.5611 1.9285 -0.84 0.17 -1.21
O 1.7136 2.9728 2.3524 1.94 0.13 1.08
C 1.8872 2.1857 3.5412 0.03 -0.37 -0.55
N 1.6089 5.0078 0.5258 0.84 -0.51 -0.10
H 3.7309 4.9227 -1.1493 -0.25 0.63 0.12
H 4.6170 3.7825 -0.3441 0.65 0.09 0.55
H 4.3680 5.3851 0.4981 0.29 0.08 -0.29
H 2.5281 3.1223 -0.0884 -0.85 0.17 -0.03
H 3.1779 4.4254 2.5581 0.28 -0.07 0.26
H 3.7961 2.8555 1.8791 -0.12 -0.22 0.67
H 2.5276 1.3524 3.2523 -0.49 -0.50 0.06
H 0.8822 1.9224 3.8709 0.28 -0.24 0.08
H 2.4510 2.6262 4.3636 -0.20 0.90 -0.11
H 1.2738 5.2977 -0.3819 0.02 -0.54 -0.70
H 1.9325 5.8987 0.8746 0.27 0.02 0.84
C 1.2375 -1.3984 3.6227 -0.23 -0.12 0.44
C 0.4966 -2.6656 3.1400 3.40 1.34 -0.26
C -0.9027 -2.7038 3.5655 -0.77 -0.28 0.05
O -0.9358 -2.8785 4.9809 -0.90 -0.48 -0.11
C -2.2524 -3.1672 5.4576 -0.16 0.09 -0.64
N 0.6799 -2.7512 1.6930 -0.92 0.19 -0.28
H 2.2108 -1.2676 3.1499 0.19 -0.45 0.09
H 1.3558 -1.4301 4.7058 0.04 0.28 0.08
H 0.7091 -0.4952 3.3175 -0.35 -0.03 0.15
H 1.0216 -3.5258 3.5551 -0.15 -0.17 0.29
H -1.3281 -3.4742 2.9224 -0.59 -0.74 0.64
H -1.4588 -1.8068 3.2929 -0.01 0.55 0.00
H -2.5904 -4.1834 5.2550 0.52 -0.40 0.20
H -2.9963 -2.5912 4.9071 -0.07 0.57 0.00
H -2.3734 -2.9542 6.5197 0.45 0.04 -0.07
H 0.2924 -1.8938 1.3258 -0.35 0.10 -0.38
H 1.6503 -2.6049 1.4540 0.37 -0.44 0.35
C -0.5427 6.4590 -8.3280 -1.60 -1.09 0.46
C -0.6657 6.2760 -6.7795 1.77 0.74 -1.16
C -0.3091 4.8972 -6.2174 -0.43 -0.75 -0.09
O 0.7770 4.1764 -6.7931 -1.24 0.06 -0.35
C 1.9906 4.8113 -6.6593 1.65 0.77 0.22
N 0.1518 7.3390 -6.1785 0.19 0.38 1.16
H -1.0534 5.6328 -8.8225 0.09 -0.20 -0.22
H 0.4459 6.5566 -8.7767 0.03 0.08 0.50
H -1.1826 7.3160 -8.5380 0.40 0.30 -0.28
H -1.7079 6.4551 -6.5153 0.00 0.03 0.11
H -1.1844 4.2547 -6.3124 -0.01 -0.14 -0.58
H -0.1883 4.8839 -5.1342 0.35 0.71 0.31
H 2.1699 5.1522 -5.6396 -0.02 -0.07 0.36
H 2.1274 5.6858 -7.2955 -0.34 0.17 -0.33
H 2.8210 4.1564 -6.9229 -0.29 -0.37 0.04
H 0.0142 8.2436 -6.6063 -0.63 0.06 -0.12
H 1.1453 7.2146 -6.3110 0.04 -0.57 -0.01
C 3.9581 -4.7421 -2.3421 0.64 0.72 -1.69
C 2.5704 -4.6855 -1.7949 -1.20 0.33 0.03
C 1.4930 -5.2378 -2.8230 1.08 0.28 0.35
O 1.4904 -4.4933 -4.0447 -0.26 0.35 0.64
C 1.0438 -3.1534 -3.8703 -0.12 0.35 -1.16
N 2.4751 -5.3040 -0.4998 0.06 -1.71 0.43
H 4.6993 -4.2791 -1.6906 0.07 -0.72 0.46
H 4.0530 -4.0942 -3.2135 -0.48 0.46 -0.22
H 4.2513 -5.6677 -2.8374 0.13 -0.55 0.91
H 2.4021 -3.6524 -1.4911 -0.47 0.80 -1.34
H 0.4744 -5.3776 -2.4612 -0.14 0.81 0.68
H 1.7206 -6.2766 -3.0621 0.66 0.03 -0.28
H 1.7931 -2.4316 -3.5453 0.34 -0.36 0.76
H 0.1183 -3.0514 -3.3036 0.12 -0.25 0.51
H 0.7982 -2.7319 -4.8450 -0.13 -0.45 -0.35
H 1.5498 -5.1437 -0.1282 -0.31 -0.30 0.08
H 3.1147 -4.8094 0.1056 0.06 -0.10 0.06
C -2.8793 0.9242 2.0760 -1.43 -1.26 -0.56
C -2.6075 2.3802 1.9146 -0.70 -0.57 -1.11
C -3.6796 3.2345 2.5412 -0.37 0.36 -1.23
O -3.3778 4.6116 2.2970 -0.58 -0.47 0.41
C -4.0070 5.4657 3.2319 -0.11 0.69 0.48
N -1.3305 2.6466 2.4717 0.19 0.04 2.01
H -3.2322 0.6527 3.0709 0.33 0.04 0.29
H -2.0206 0.3244 1.7744 0.12 0.07 0.21
H -3.6849 0.6096 1.4126 -0.21 -0.03 -0.13
H -2.5430 2.5490 0.8397 -0.43 0.33 -0.27
H -3.8423 3.0971 3.6102 0.31 -0.31 0.14
H -4.5750 2.9260 2.0015 -0.59 0.34 0.14
H -3.6895 5.2262 4.2467 -0.04 -0.13 0.05
H -5.0955 5.4512 3.1757 -0.17 -0.36 -0.17
H -3.7076 6.5014 3.0715 0.30 -0.15 -0.29
H -1.0558 1.7560 2.8610 1.11 -0.35 -0.45
H -1.6389 2.9988 3.3666 1.07 1.12 0.79
C -1.2611 -7.3956 0.9266 -0.36 -1.57 1.79
C -0.8192 -6.1882 1.7490 0.13 -1.86 -1.78
C 0.3188 -6.5393 2.6805 0.11 -0.20 0.96
O -0.0550 -7.5595 3.6022 0.04 -0.24 -0.64
C -0.8334 -7.1061 4.6778 0.74 -0.26 0.53
N -0.3598 -5.3221 0.7237 0.45 1.61 0.07
H -1.5799 -8.1233 1.6729 -0.57 -0.45 -0.17
H -0.4484 -7.9132 0.4169 0.19 0.54 -0.21
H -2.0848 -7.1973 0.2407 0.09 0.23 0.00
H -1.7107 -5.7854 2.2298 0.03 0.05 0.70
H 0.7334 -5.6944 3.2304 -0.59 0.68 0.38
H 1.2436 -6.8364 2.1860 -0.43 -0.69 -0.70
H -0.1730 -6.5065 5.3042 -0.27 0.54 0.26
H -1.0991 -7.9752 5.2797 -0.14 -0.08 -0.16
H -1.7418 -6.5655 4.4124 -0.02 0.12 -0.20
H 0.0224 -4.5383 1.2333 0.39 0.90 -0.52
H -1.2224 -4.9429 0.3600 0.11 0.19 -0.55
C 6.9976 0.1670 0.7229 0.61 0.11 -0.39
C 8.1211 0.0668 1.7992 -0.44 1.32 -1.66
C 9.4680 -0.4270 1.1863 -0.44 -0.89 -0.27
O 9.4586 -1.7575 0.5757 -1.18 1.16 0.76
C 9.3806 -2.8530 1.5056 1.50 0.38 0.07
N 8.2808 1.5057 2.2484 0.47 -1.46 0.63
H 6.1069 0.6626 1.1093 -0.08 -0.34 0.32
H 6.7407 -0.7311 0.1613 0.03 -0.33 0.56
H 7.3262 0.8351 -0.0731 0.36 0.23 -0.05
H 7.7332 -0.5195 2.6322 0.49 0.00 0.13
H 10.3441 -0.3113 1.8244 -0.17 -0.51 1.00
H 9.7544 0.3261 0.4522 -0.45 -0.38 -0.86
H 9.4357 -3.7840 0.9415 0.03 0.23 -0.12
H 8.5855 -2.9789 2.2404 -0.81 0.77 -0.46
H 10.2715 -2.7383 2.1231 0.33 -0.47 0.19
H 8.5616 2.1121 1.4911 -0.30 -0.12 -0.65
H 9.1255 1.4892 2.8018 0.12 0.27 0.70
C 6.0676 0.6927 -3.5622 -0.58 0.50 0.60
C 5.0190 1.3909 -4.4213 0.00 -0.28 1.96
C 4.1385 2.2915 -3.4977 -0.23 -1.41 0.17
O 3.0520 2.9153 -4.1502 -1.59 0.19 -0.04
C 1.7943 2.9356 -3.3883 1.28 -0.47 0.33
N 5.8101 2.1995 -5.2734 -0.18 1.48 -1.67
H 5.6513 0.1624 -2.7057 -0.03 -0.56 -0.23
H 6.6339 1.5235 -3.1413 0.55 -0.26 -0.07
H 6.6595 0.0839 -4.2456 0.24 -0.14 0.51
H 4.4891 0.6108 -4.9679 -0.78 0.22 0.14
H 4.7301 3.0425 -2.9742 0.47 0.18 -0.26
H 3.7662 1.6362 -2.7102 -0.23 -0.20 0.14
H 1.4289 1.9494 -3.1022 0.32 -0.36 -0.60
H 0.9959 3.4478 -3.9253 0.47 0.16 -0.22
H 1.9610 3.3798 -2.4070 0.03 0.61 -0.08
H 5.1737 2.8976 -5.6308 0.06 0.53 -0.37
H 6.0449 1.6740 -6.1034 0.35 -0.14 -0.16
C -4.6189 -5.7270 2.2063 -0.10 -0.65 -0.46
C -4.2099 -4.3813 2.7559 -0.39 -0.44 -0.26
C -3.8154 -3.3398 1.7202 0.42 0.20 -0.48
O -2.7176 -3.7040 0.8647 -1.48 0.00 0.60
C -2.3442 -2.6127 0.0546 0.13 -0.27 -0.60
N -5.3387 -3.8637 3.5814 1.06 0.70 0.10
H -4.7377 -6.4816 2.9838 -0.43 0.35 0.36
H -3.9210 -6.2468 1.5500 0.33 0.63 -0.30
H -5.5518 -5.6009 1.6567 -0.16 -0.25 0.01
H -3.3353 -4.5477 3.3848 -0.16 0.17 0.29
H -3.5385 -2.4207 2.2365 0.20 0.23 0.37
H -4.6748 -3.0346 1.1232 -0.33 -0.28 -0.38
H -3.1724 -2.1005 -0.4349 -0.58 0.09 0.37
H -1.8141 -3.0284 -0.8023 0.65 0.10 0.28
H -1.7628 -1.8962 0.6349 0.18 0.10 -0.21
H -5.1402 -2.8783 3.6804 0.34 0.44 0.80
H -6.2231 -3.7527 3.1063 -0.19 -0.96 -0.72
C -6.1260 -1.8900 -4.1328 0.98 -0.14 1.21
C -6.7840 -2.9605 -4.9645 -0.79 1.01 0.35
C -8.2149 -2.5332 -5.3026 -0.77 -2.19 0.83
O -9.2037 -2.5583 -4.2035 0.68 1.48 -0.08
C -9.3654 -3.7736 -3.4761 1.25 0.17 -1.27
N -6.0035 -3.0976 -6.1499 -0.08 0.32 -1.65
H -6.7050 -1.6265 -3.2476 -0.08 -0.01 0.05
H -5.8204 -0.9772 -4.6442 -0.71 -0.02 -0.59
H -5.1512 -2.2517 -3.8056 0.07 -0.23 0.35
H -6.7758 -3.9514 -4.5104 -0.39 0.08 1.05
H -8.5827 -3.3141 -5.9682 -0.13 0.06 -0.65
H -8.1741 -1.5803 -5.8303 -0.51 0.13 0.47
H -10.2425 -3.7775 -2.8290 -0.10 0.40 -0.41
H -8.4898 -3.9720 -2.8580 0.10 -0.04 0.18
H -9.4015 -4.5499 -4.2404 -0.35 -0.62 0.24
H -6.4067 -3.8102 -6.7413 -0.50 -0.02 -0.43
H -5.1719 -3.5740 -5.8313 0.65 0.61 -0.07
C 2.4313 -0.8536 -6.7022 -0.82 0.21 0.56
C 1.5281 0.3824 -6.8673 -1.03 -2.67 -0.18
C 0.2933 0.3957 -5.9057 1.10 -1.15 -0.68
O -0.4677 -0.8166 -6.0584 1.02 1.05 0.39
C -1.6798 -0.7217 -5.3630 -0.41 -0.92 -0.49
N 2.3179 1.5156 -6.7509 0.44 2.46 0.16
H 3.2651 -0.8522 -7.4044 -0.41 -0.11 -0.40
H 1.7819 -1.7284 -6.7350 0.49 -0.30 -0.23
H 2.9267 -0.8297 -5.7316 -0.19 -0.01 0.37
H 1.1172 0.3431 -7.8762 -0.07 -0.02 -0.22
H -0.3126 1.2829 -6.0895 -0.24 0.12 -0.21
H 0.6973 0.4778 -4.8967 -0.11 -0.11 0.46
H -2.3483 -0.1085 -5.9672 -0.38 0.31 0.44
H -1.5905 -0.4126 -4.3215 0.17 0.46 -0.05
H -2.0879 -1.7317 -5.3240 -0.18 0.02 -0.16
H 2.5967 1.6647 -5.7916 0.40 -0.16 0.35
H 1.6728 2.2821 -6.8790 0.15 0.66 -0.34
C 5.0603 -0.1279 3.9320 0.18 -1.74 0.15
C 5.3390 1.0288 4.8353 0.46 0.20 -0.33
C 6.5429 0.9120 5.8412 -0.35 -1.87 -1.55
O 6.6185 -0.4152 6.4416 -1.06 1.46 0.11
C 7.3853 -0.3195 7.6123 -0.21 -1.24 0.24
N 5.4962 2.1550 3.8837 -0.62 -0.15 1.57
H 4.2200 0.1622 3.3014 0.07 -0.23 -0.04
H 4.8159 -1.0268 4.4981 -0.34 -0.01 0.11
H 5.8791 -0.4730 3.3006 0.19 0.48 -0.12
H 4.3910 1.1122 5.3668 0.09 0.59 0.47
H 6.5440 1.7176 6.5755 -0.13 -0.05 0.14
H 7.4668 0.9051 5.2628 0.15 0.88 -0.29
H 6.9115 0.2953 8.3776 0.18 0.58 -0.12
H 8.4075 -0.0379 7.3597 0.16 0.31 0.33
H 7.3859 -1.3137 8.0590 0.28 -0.15 -0.12
H 6.2532 1.9202 3.2576 0.54 0.33 -0.01
H 5.7217 2.9524 4.4612 0.36 0.55 -0.48
C -7.4592 4.1763 1.5963 0.53 -0.98 -1.03
C -7.0009 4.5643 0.1687 0.14 0.98 1.76
C -6.9058 3.4321 -0.8750 0.08 0.60 0.48
O -5.8006 2.5446 -0.6026 -0.29 0.10 -0.89
C -5.3115 1.8682 -1.8022 0.19 1.10 0.88
N -7.8991 5.6759 -0.2451 -0.25 -0.94 -1.23
H -7.2587 4.9972 2.2848 -0.51 0.01 -0.02
H -6.9278 3.3043 1.9775 0.30 0.00 -0.06
H -8.4948 3.8451 1.5198 -0.22 0.50 0.34
H -6.0665 5.1158 0.2724 0.93 -1.00 -0.05
H -6.8081 3.9351 -1.8371 0.42 -0.09 -0.34
H -7.8633 2.9148 -0.9359 -0.06 -0.38 0.20
H -5.0634 2.6253 -2.5461 -0.57 0.07 -0.41
H -6.0026 1.1062 -2.1626 -0.01 0.10 -0.05
H -4.3205 1.4592 -1.6052 -0.28 -0.41 0.56
H -7.7381 6.4945 0.3242 0.02 -0.10 0.45
H -7.5063 5.9403 -1.1373 -0.37 0.40 -0.52
C -1.5113 0.4252 5.5557 -1.31 -0.44 1.70
C -2.3307 1.7370 5.8380 0.55 -0.99 -2.08
C -2.8689 1.9768 7.2385 0.49 -0.74 -0.82
O -3.7306 3.0917 7.3188 0.35 -0.18 0.13
C -4.3225 3.1389 8.6108 0.06 0.99 -0.16
N -1.4177 2.7668 5.3501 -0.90 0.41 0.77
H -1.1529 0.2351 4.5440 0.16 0.91 0.00
H -2.0925 -0.4810 5.7266 -0.29 -0.01 0.36
H -0.7097 0.3785 6.2927 0.42 -0.06 -0.27
H -3.1946 1.6853 5.1753 -0.20 0.24 -0.21
H -1.9546 2.1243 7.8132 -0.15 -0.08 0.90
H -3.4302 1.0802 7.5012 0.15 -0.24 0.55
H -5.0944 2.3766 8.7159 0.04 -0.10 0.15
H -4.7428 4.1352 8.7481 -0.38 -0.08 -0.37
H -3.5881 3.1079 9.4157 0.27 -0.59 -0.01
H -1.8812 3.6553 5.4766 0.02 0.60 -0.24
H -0.6964 2.8253 6.0547 0.67 0.03 0.00
C -2.0186 -4.6461 -4.2211 -0.37 -1.11 0.82
C -3.4151 -5.2715 -4.0839 1.64 -0.32 1.46
C -4.1282 -5.0286 -2.7385 -0.30 0.24 -0.59
O -5.3387 -5.8148 -2.6119 1.05 0.49 -1.11
C -6.1136 -5.3845 -1.5279 0.21 0.61 -0.20
N -4.1470 -4.8131 -5.2018 -1.34 -0.20 0.21
H -1.3975 -4.9514 -3.3790 0.13 0.23 -0.01
H -2.0380 -3.5618 -4.3304 -0.03 -0.16 -0.04
H -1.6178 -5.1595 -5.0951 0.42 0.53 -0.15
H -3.2908 -6.3526 -4.1469 0.20 -0.37 0.19
H -4.3750 -3.9697 -2.6623 -0.24 0.29 -0.05
H -3.4464 -5.2259 -1.9112 0.12 -0.37 0.13
H -5.4405 -5.3135 -0.6735 -0.51 -0.66 0.70
H -7.0128 -6.0000 -1.4994 0.40 -0.34 0.61
H -6.4827 -4.3642 -1.6323 -0.01 0.43 -0.48
H -3.7257 -5.1176 -6.0678 -0.02 -0.21 -0.11
H -5.0187 -5.2988 -5.0459 -0.67 -0.08 -0.91
C 4.3447 -5.5249 3.0100 -0.06 0.01 0.58
C 5.3920 -5.2353 1.9400 -1.01 1.43 -0.73
C 5.3476 -3.7205 1.5421 0.53 -0.59 -0.06
O 4.1777 -3.4119 0.8631 -2.08 -0.55 -0.05
C 3.9864 -2.0759 0.4526 1.71 -0.06 0.05
N 6.7359 -5.6261 2.3068 0.13 -0.72 -0.04
H 3.2952 -5.3589 2.7672 0.12 0.49 -0.47
H 4.6102 -4.9048 3.8662 -0.22 0.04 0.30
H 4.3272 -6.5594 3.3528 0.47 -0.20 -0.09
H 5.1726 -5.8409 1.0607 -0.16 0.22 -0.26
H 6.1705 -3.4600 0.8765 0.58 -0.17 0.12
H 5.4034 -3.1128 2.4453 0.23 0.20 0.37
H 4.2993 -1.4204 1.2654 -0.46 0.39 0.25
H 2.9912 -1.8516 0.0689 -0.01 -0.36 0.27
H 4.7124 -1.8903 -0.3390 -0.03 0.27 -0.44
H 7.1365 -5.2058 3.1332 -0.36 0.52 0.24
H 6.5559 -6.5818 2.5796 0.80 -0.50 0.06
```
Forces are in eV/Å.

## Properties
multiplicity = 6
molar mass = 1868.42 g/mol
electronic energy = -217332.233 eV
highest occupied orbital energy (spin up / spin down) = -7.8 / -7.8 eV
frontier orbital gap (spin up / spin down) = 8.012 / 8.018 eV

Atom charges from the Löwdin analysis, given in e for atoms 1 to 6:
1. Mn 0.78
2. C -0.63
3. F 0.16
4. F 0.11
5. F 0.12
6. S 0.57